i) {
  "formula": "CH6NOP",
  "method": "the ωB97M-V functional and the def2-TZVPD basis",
  "species": ["N", "P", "H", "H", "H", "H", "C", "O", "H", "H"],
  "positions_angstrom": [[-1.57904, 0.97560, -0.28253], [-1.38521, -0.49213, -0.03455], [-1.95604, 1.56701, 0.53844], [-0.50032, -0.84507, -1.03801], [-0.99380, -1.08438, 1.15456], [-2.44103, -1.33579, -0.22158], [2.14772, 0.33065, -0.06631], [1.40492, -0.58068, 0.30360], [3.26148, 0.09105, 0.09752], [2.04132, 1.37375, -0.45115]],
  "homo_energy_ha": -0.3244,
  "gap_ha": 0.3391
}

---

ii) {
  "formula": "CH6NOP",
  "method": "the ωB97M-V functional and the def2-TZVPD basis",
  "species": ["C", "N", "P", "O", "H", "H", "H", "H", "H", "H"],
  "positions_angstrom": [[-0.91465, 0.01314, -0.05863], [0.20279, 0.76082, 0.47742], [1.77116, 0.65409, -0.10412], [2.07127, -0.95205, 0.11778], [-0.56036, -0.55711, -0.91643], [-1.31624, -0.68497, 0.67949], [-1.71594, 0.67920, -0.38388], [-0.04924, 1.58665, 0.99625], [1.41980, 0.29546, -1.72881], [2.56845, -1.17742, 0.90640]],
  "homo_energy_ha": -0.3325,
  "gap_ha": 0.3687
}

---

Which structure loses on stability? i) does.

---

i) {
  "formula": "C24H70O14",
  "method": "the ωB97M-V functional and the def2-TZVPD basis",
  "species": ["C", "C", "C", "O", "H", "H", "H", "H", "H", "H", "H", "H", "C", "C", "C", "O", "H", "H", "H", "H", "H", "H", "H", "H", "C", "C", "C", "O", "H", "H", "H", "H", "H", "H", "H", "H", "C", "C", "C", "O", "H", "H", "H", "H", "H", "H", "H", "H", "C", "C", "C", "O", "H", "H", "H", "H", "H", "H", "H", "H", "C", "C", "C", "O", "H", "H", "H", "H", "H", "H", "H", "H", "O", "C", "C", "O", "H", "H", "H", "H", "H", "H", "O", "C", "C", "O", "H", "H", "H", "H", "H", "H", "O", "C", "C", "O", "H", "H", "H", "H", "H", "H", "O", "H", "H", "O", "H", "H"],
  "positions_angstrom": [[-4.66344, 26.28283, -7.20462], [-5.78697, 25.49573, -7.93237], [-5.70818, 23.98702, -7.87821], [-7.09145, 25.85437, -7.60237], [-3.71489, 25.74585, -7.20780], [-4.97887, 26.26518, -6.16141], [-4.68442, 27.25927, -7.68859], [-5.59060, 25.68743, -8.98726], [-5.67055, 23.62214, -6.85179], [-4.80647, 23.60853, -8.35962], [-6.58265, 23.47236, -8.27637], [-7.30753, 26.72980, -7.93178], [-9.03058, 14.43476, 7.85787], [-8.66111, 13.07361, 7.19090], [-8.47495, 13.29449, 5.66702], [-7.53745, 12.54562, 7.74312], [-9.29712, 14.08100, 8.85381], [-9.97771, 14.87253, 7.54259], [-8.29549, 15.23852, 7.89952], [-9.47621, 12.35508, 7.27709], [-9.33373, 13.74932, 5.17333], [-8.25660, 12.37256, 5.12807], [-7.70049, 14.05316, 5.55423], [-6.81613, 13.17739, 7.69661], [0.82682, 18.04458, -7.81729], [-0.01151, 17.67972, -6.57104], [0.00076, 18.82269, -5.61630], [-1.32329, 17.43393, -6.85708], [1.78388, 18.32325, -7.37628], [0.30778, 18.81540, -8.38697], [0.92695, 17.26269, -8.57010], [0.38815, 16.76280, -6.13787], [-0.46164, 18.57553, -4.66069], [-0.52538, 19.64596, -6.09953], [1.01790, 19.05077, -5.29770], [-1.87267, 17.41202, -6.07013], [-14.08290, 23.51651, -1.56276], [-13.21076, 24.48621, -2.28513], [-12.06842, 25.16197, -1.45816], [-12.51462, 23.95544, -3.38292], [-13.51230, 22.61626, -1.33458], [-14.84657, 23.23539, -2.28794], [-14.52811, 23.97499, -0.67975], [-13.78220, 25.23669, -2.83133], [-12.36109, 25.88043, -0.69249], [-11.28568, 25.59334, -2.08213], [-11.51374, 24.52379, -0.77029], [-11.94834, 24.66967, -3.68427], [-4.19324, 25.49962, 0.86126], [-3.67917, 26.59951, 1.79916], [-4.69248, 26.97829, 2.82829], [-2.57442, 26.13565, 2.55302], [-5.16945, 25.86666, 0.54437], [-4.19497, 24.51751, 1.33406], [-3.51016, 25.34919, 0.02527], [-3.28819, 27.43803, 1.22287], [-4.31371, 27.94480, 3.16070], [-4.70343, 26.27482, 3.66083], [-5.70771, 27.17611, 2.48439], [-2.26266, 25.38110, 2.04798], [-7.44560, 18.88217, -1.63789], [-6.36478, 17.88937, -1.75833], [-6.40616, 16.71895, -0.70770], [-6.54648, 17.22365, -2.99316], [-7.67821, 19.11688, -2.67659], [-7.14549, 19.69995, -0.98271], [-8.38110, 18.39294, -1.36660], [-5.50148, 18.51327, -1.52685], [-7.33889, 16.18194, -0.53528], [-6.03403, 17.16402, 0.21508], [-5.71228, 15.94337, -1.03192], [-7.45911, 16.93993, -3.08380], [-4.89420, 11.90345, -5.28546], [-5.53023, 10.94936, -6.02171], [-5.90824, 11.53820, -7.35600], [-7.20622, 12.08422, -7.28792], [-5.52135, 12.62815, -5.34091], [-4.85580, 10.09486, -6.07721], [-6.43105, 10.55166, -5.55433], [-6.12731, 10.76176, -8.08897], [-5.24513, 12.30873, -7.74928], [-7.27187, 12.99728, -7.57710], [-3.68892, 9.68680, 5.54826], [-2.48346, 10.38193, 5.70946], [-2.56135, 11.79718, 5.05320], [-2.78586, 12.83418, 5.96566], [-4.36083, 10.11576, 6.08318], [-2.36441, 10.47424, 6.78900], [-1.57126, 9.87363, 5.39699], [-3.17542, 11.84436, 4.15387], [-1.58646, 12.03196, 4.62593], [-2.48289, 13.63198, 5.52597], [-13.28603, 13.15507, -1.23798], [-13.53299, 14.55464, -1.35994], [-13.44426, 15.13989, -2.79058], [-12.13269, 15.02705, -3.31938], [-13.76458, 12.77845, -0.49586], [-14.46208, 14.83935, -0.86616], [-12.83718, 14.96596, -0.62866], [-13.74866, 16.18582, -2.82891], [-13.94659, 14.54071, -3.55001], [-11.98615, 14.11491, -3.05838], [-11.58551, 19.76118, -6.87967], [-11.33505, 20.64445, -6.60886], [-11.48603, 19.23057, -6.08924], [-6.66684, 17.37339, -9.77656], [-6.55619, 17.78272, -10.63472], [-5.78697, 17.36429, -9.39977]],
  "homo_energy_ha": -0.3576,
  "gap_ha": 0.3658
}

---

ii) {
  "formula": "C24H70O14",
  "method": "the ωB97M-V functional and the def2-TZVPD basis",
  "species": ["C", "C", "C", "O", "H", "H", "H", "H", "H", "H", "H", "H", "C", "C", "C", "O", "H", "H", "H", "H", "H", "H", "H", "H", "C", "C", "C", "O", "H", "H", "H", "H", "H", "H", "H", "H", "C", "C", "C", "O", "H", "H", "H", "H", "H", "H", "H", "H", "C", "C", "C", "O", "H", "H", "H", "H", "H", "H", "H", "H", "O", "C", "C", "O", "H", "H", "H", "H", "H", "H", "O", "C", "C", "O", "H", "H", "H", "H", "H", "H", "O", "C", "C", "O", "H", "H", "H", "H", "H", "H", "C", "O", "H", "H", "H", "H", "C", "O", "H", "H", "H", "H", "C", "O", "H", "H", "H", "H"],
  "positions_angstrom": [[-18.57038, -8.85996, 11.24959], [-19.97683, -8.91998, 11.82717], [-20.19593, -7.90808, 12.97655], [-20.98549, -8.67827, 10.83487], [-18.45273, -7.98580, 10.65148], [-18.55007, -9.74360, 10.55985], [-17.83969, -9.02298, 12.05432], [-20.26395, -9.96188, 12.21614], [-21.17003, -8.16834, 13.37846], [-20.14821, -6.88066, 12.64600], [-19.51088, -8.04750, 13.83496], [-20.67676, -7.87118, 10.35263], [-13.94821, -2.28982, 17.15789], [-15.35003, -2.86045, 17.01590], [-15.67799, -3.70640, 15.78404], [-15.67318, -3.71388, 18.23049], [-13.14618, -3.02822, 17.19501], [-13.97929, -1.60345, 18.02268], [-13.82600, -1.58725, 16.34469], [-16.12867, -2.06780, 17.10810], [-16.65298, -4.10223, 15.84264], [-15.02123, -4.57917, 15.70515], [-15.57666, -3.05402, 14.92478], [-14.94566, -3.56699, 18.83274], [-18.26442, -2.01499, 9.76241], [-18.29541, -1.70756, 11.25012], [-17.48911, -2.70566, 12.12827], [-17.96716, -0.38415, 11.55526], [-17.19864, -1.90772, 9.41112], [-18.72097, -1.17796, 9.22273], [-18.62632, -2.97917, 9.50320], [-19.38807, -1.81972, 11.51009], [-16.42624, -2.70213, 11.73551], [-17.81123, -3.75362, 11.86327], [-17.47698, -2.54326, 13.20899], [-17.10675, -0.20863, 11.07759], [-21.64697, -4.06968, 10.16390], [-21.77866, -5.55272, 10.34328], [-23.23835, -6.01624, 10.49582], [-21.19764, -6.27780, 9.22105], [-21.75015, -3.57359, 11.11012], [-22.40868, -3.50929, 9.56639], [-20.72136, -3.81576, 9.73663], [-21.16124, -5.84877, 11.23089], [-23.29246, -6.94096, 11.06663], [-23.64408, -6.22462, 9.51348], [-23.91078, -5.29094, 10.91749], [-21.90213, -6.57904, 8.64892], [-14.95732, -5.59061, 12.11301], [-15.01110, -7.12141, 12.08751], [-14.87816, -7.81056, 10.78535], [-13.91506, -7.49084, 12.90789], [-15.11574, -5.14815, 13.08577], [-15.73392, -5.14270, 11.53472], [-14.02018, -5.32903, 11.71510], [-15.97725, -7.50758, 12.45315], [-14.90072, -8.91488, 10.97657], [-13.95505, -7.69118, 10.22878], [-15.70977, -7.61329, 10.12036], [-13.94387, -8.44863, 13.03652], [-14.82051, -0.87742, 13.67625], [-14.83119, 0.22774, 12.81374], [-14.02686, -0.24438, 11.58540], [-15.11886, -0.37409, 10.60270], [-15.61564, -0.87240, 14.25929], [-15.85036, 0.62739, 12.55526], [-14.40334, 1.11084, 13.35146], [-13.55904, -1.23628, 11.80004], [-13.27485, 0.45086, 11.22840], [-14.90925, -1.18393, 10.07250], [-19.54254, 1.69831, 10.74398], [-19.87540, 2.53245, 11.91519], [-21.13011, 1.94987, 12.61901], [-22.15578, 1.86360, 11.68712], [-19.09047, 0.93360, 11.08150], [-19.06435, 2.54756, 12.69197], [-19.98578, 3.59863, 11.56721], [-21.50069, 2.55240, 13.51766], [-20.92220, 0.95000, 12.97153], [-21.79194, 1.54804, 10.84613], [-19.66470, -3.73309, 16.22169], [-19.04082, -4.85871, 16.83875], [-18.94183, -4.69013, 18.39269], [-18.38581, -3.41267, 18.70026], [-19.12200, -2.94029, 16.29624], [-19.70882, -5.66759, 16.65189], [-18.07555, -5.10417, 16.32569], [-18.40566, -5.46680, 18.97962], [-20.05577, -4.57553, 18.57766], [-17.39008, -3.34991, 18.49784], [-21.46141, -1.15483, 15.01004], [-20.13489, -0.62606, 15.20089], [-21.49462, -1.68030, 14.04500], [-21.62133, -1.90560, 15.78600], [-22.24489, -0.43110, 15.12161], [-19.95656, -0.62883, 16.18284], [-20.59275, -0.58005, 19.06957], [-19.77114, -1.03397, 18.03322], [-21.15967, -1.38104, 19.62533], [-19.96434, -0.00312, 19.77125], [-21.31928, 0.04320, 18.62574], [-19.24667, -1.79522, 18.32838], [-16.95607, 1.08477, 15.62674], [-17.16893, -0.17298, 15.06912], [-17.38092, 1.89058, 15.06825], [-17.26548, 1.17369, 16.68972], [-15.90143, 1.33481, 15.65570], [-18.09327, -0.38288, 14.87470]],
  "homo_energy_ha": -0.3464,
  "gap_ha": 0.3655
}

---

Which structure loses on stability? i) does.